[1]
Formula: C37H43Br2IrN3O4Sb2
Source: the OMol25 dataset
Level of theory: wB97M-V/def2-TZVPD

Computed properties:
spin multiplicity = 2
total charge = +2
<S²> = 0.7527

Each line ends with the Löwdin charge.
Geometry (Å):
Ir 0.53415 1.08175 -0.64878  0.95
C -2.01268 0.59855 -3.64774  -0.26
Sb -1.36386 1.95465 -2.15659  1.41
C -0.86783 3.68639 -3.27992  -0.27
C -3.20083 2.53507 -1.21148  -0.25
C -4.28482 1.55406 -1.54581  -0.29
C -5.01055 1.73396 -2.72247  -0.05
C -5.99823 0.84540 -3.11229  -0.05
C -6.28879 -0.24902 -2.30872  -0.05
C -5.59104 -0.42692 -1.12890  -0.05
C -4.57986 0.45334 -0.73437  -0.26
C -3.92758 0.22770 0.59269  -0.20
Sb -2.41312 -1.26239 0.83405  1.70
C -2.72895 -1.89157 2.81687  -0.18
C -3.17272 -2.84818 -0.34144  -0.19
H -2.65085 1.10533 -4.36907  0.02
H -2.56319 -0.21799 -3.18334  0.01
H -1.13332 0.19713 -4.15038  0.01
H -1.74022 3.99243 -3.85587  0.02
H -0.04881 3.46982 -3.96516  0.01
H -0.57612 4.49589 -2.61293  0.02
H -3.44059 3.52917 -1.58899  0.08
H -3.02374 2.63153 -0.14236  0.04
H -4.80173 2.60210 -3.33867  0.12
H -6.55023 1.01580 -4.02692  0.12
H -7.07177 -0.94245 -2.58445  0.12
H -5.85686 -1.25561 -0.48116  0.11
H -4.65511 -0.29229 1.23248  0.09
H -3.62758 1.12324 1.13084  0.06
H -3.59172 -2.55975 2.80304  0.04
H -2.93826 -1.06116 3.47927  0.00
H -1.85113 -2.44346 3.14684  0.03
H -4.21482 -2.99790 -0.05683  0.03
H -2.59820 -3.74621 -0.12114  0.04
H -3.11368 -2.60723 -1.39973  0.03
O -0.38878 2.70211 0.87552  -0.04
C -0.99515 1.81524 1.48778  -0.59
O -0.91187 0.57468 1.05903  -0.28
C -1.79023 2.11649 2.70265  -0.17
C -2.48466 3.32208 2.77661  -0.01
C -3.24623 3.60901 3.89833  -0.04
C -3.28527 2.71239 4.95860  -0.05
C -2.55588 1.53149 4.90494  -0.05
C -1.81348 1.22975 3.77381  -0.05
H -2.42359 4.02468 1.95510  0.12
H -3.79993 4.53670 3.95322  0.12
H -3.87052 2.94464 5.83882  0.12
H -2.55748 0.85512 5.75021  0.12
H -1.20698 0.33684 3.73694  0.11
N 2.10881 0.31848 0.49874  0.07
C 2.89526 0.13832 1.32925  -0.19
N 3.78375 -0.08228 2.24675  -0.07
C 3.52130 -0.95598 3.40985  -0.12
C 4.46581 -2.14840 3.38120  -0.18
C 5.91924 -1.69408 3.27087  -0.19
C 6.12282 -0.81313 2.04003  -0.17
C 5.18013 0.37901 2.07069  -0.12
H 2.47508 -1.25737 3.38229  0.10
H 3.68595 -0.35464 4.30736  0.13
H 4.20704 -2.78281 2.52920  0.08
H 4.30923 -2.74359 4.28198  0.12
H 6.58080 -2.55884 3.22647  0.12
H 6.19886 -1.13557 4.17033  0.12
H 5.93751 -1.39217 1.13001  0.12
H 7.14965 -0.44939 1.98698  0.12
H 5.23226 0.97092 1.15905  0.13
H 5.41319 1.03351 2.91412  0.13
Br 1.42146 -3.92452 1.95630  0.87
C 1.92994 -3.50807 0.17784  -0.57
C 3.10528 -4.10649 -0.25499  -0.12
C 3.55344 -3.91769 -1.55197  -0.04
C 2.82454 -3.13378 -2.43554  -0.05
C 1.65800 -2.53653 -2.00316  -0.02
C 1.19267 -2.69890 -0.69315  -0.17
C -0.06439 -1.97791 -0.36948  -0.61
O -0.51982 -2.02211 0.84991  -0.24
O -0.68891 -1.31800 -1.21404  -0.09
H 3.65733 -4.73987 0.42557  0.11
H 4.46587 -4.40231 -1.87406  0.12
H 3.15888 -3.00322 -3.45619  0.12
H 1.06356 -1.93442 -2.67661  0.11
Br 4.77778 4.32838 -4.64169  0.86
C 3.59107 3.39133 -3.54395  -0.68
C 3.24270 2.08207 -3.84391  -0.08
C 2.36153 1.42433 -3.01204  -0.11
N 1.82603 2.00910 -1.93083  -0.19
C 2.17175 3.27343 -1.63826  -0.12
C 3.04842 3.99648 -2.41874  -0.07
H 3.64916 1.57745 -4.70890  0.12
H 2.06356 0.40162 -3.19998  0.11
H 1.71514 3.69650 -0.75276  0.12
H 3.29935 5.01234 -2.14973  0.12


[2]
Formula: C37H43F2N3OPtSb
Source: the OMol25 dataset
Level of theory: wB97M-V/def2-TZVPD

Computed properties:
total charge = +3

Each line ends with the Löwdin charge.
Geometry (Å):
Pt -0.35921 -1.15711 0.74625  1.24
F 4.72377 -0.97451 2.12089  0.15
C 3.51257 -0.48640 2.31611  -0.24
C 2.46795 -1.00735 1.55327  -0.03
C 1.22319 -0.47275 1.75269  -0.26
C 0.97358 0.51887 2.69971  -0.14
C 2.05708 0.99072 3.44376  -0.19
F 1.85474 1.94354 4.34601  0.14
C 3.33563 0.50950 3.26017  0.13
C -0.40844 0.90687 2.80622  -0.21
C -0.98233 1.82000 3.68185  0.06
C -2.34612 2.04190 3.64031  0.03
C -3.13082 1.35075 2.72187  0.01
C -2.52053 0.45137 1.88151  -0.10
N -1.19544 0.23433 1.93180  -0.10
H 2.67162 -1.80421 0.85761  0.10
H 4.16712 0.88647 3.84067  0.16
H -0.35189 2.35015 4.37833  0.14
H -2.79817 2.75652 4.31553  0.14
H -4.19641 1.51184 2.64663  0.14
H -3.07444 -0.08062 1.12305  0.10
C -0.94276 -2.26235 3.64552  -0.04
N -0.53511 -2.79158 2.32078  -0.33
C 0.72217 -3.55948 2.51633  -0.04
C -1.60562 -3.71205 1.84037  -0.16
C -1.47085 -3.96667 0.35585  -0.17
N -1.58099 -2.71147 -0.45529  -0.34
C -3.00290 -2.25330 -0.45516  -0.06
C -1.24099 -3.12295 -1.84107  -0.06
H -1.04195 -3.08740 4.35420  0.12
H -1.90130 -1.75134 3.57380  0.09
H -0.18200 -1.57907 4.01873  0.10
H 0.53643 -4.39016 3.19982  0.12
H 1.48247 -2.91731 2.94619  0.09
H 1.08217 -3.95788 1.56835  0.10
H -2.57404 -3.28138 2.09188  0.12
H -1.53330 -4.66113 2.37778  0.15
H -2.23313 -4.67693 0.02199  0.15
H -0.49926 -4.41326 0.13808  0.12
H -3.65282 -3.05422 -0.81794  0.12
H -3.11925 -1.38142 -1.10512  0.08
H -3.32059 -1.99073 0.54928  0.07
H -2.00359 -3.81479 -2.20925  0.12
H -0.30313 -3.67472 -1.84223  0.10
H -1.18875 -2.27219 -2.50367  0.07
C -2.22411 4.89838 0.91442  -0.04
C -2.93899 4.01108 0.11798  -0.05
C -2.32040 2.87213 -0.37513  -0.13
C -0.98464 2.61917 -0.05821  -0.37
C -0.26638 3.50840 0.73716  -0.11
C -0.89270 4.64987 1.22042  -0.05
Sb -0.08075 0.95103 -0.96983  1.68
C -1.02230 1.06907 -2.85725  -0.36
C -2.02088 0.26632 -3.39013  -0.12
C -2.59842 0.60381 -4.60740  -0.04
C -2.18896 1.74402 -5.28268  -0.03
C -1.21236 2.56392 -4.73322  -0.03
C -0.63237 2.23736 -3.51584  -0.13
C 1.93583 1.43146 -1.31162  -0.35
C 2.78591 1.78574 -0.26690  -0.13
C 4.10196 2.13179 -0.53781  -0.04
C 4.56654 2.13510 -1.84626  -0.03
C 3.71605 1.78694 -2.88767  -0.04
C 2.40142 1.43063 -2.62485  -0.13
H -2.70157 5.79713 1.28136  0.12
H -3.96922 4.21892 -0.13825  0.12
H -2.87595 2.20843 -1.02942  0.10
H 0.78084 3.34632 0.96063  0.10
H -0.33143 5.35588 1.81822  0.12
H -2.39279 -0.60800 -2.87601  0.06
H -3.37792 -0.02277 -5.01961  0.12
H -2.64037 2.00147 -6.23113  0.13
H -0.90216 3.46487 -5.24507  0.13
H 0.11250 2.90627 -3.09867  0.11
H 2.43904 1.80523 0.75639  0.08
H 4.76129 2.41631 0.27179  0.12
H 5.58873 2.42006 -2.05604  0.13
H 4.07456 1.79525 -3.90829  0.13
H 1.75266 1.15368 -3.44673  0.10
C 3.07743 -2.10267 -3.01153  -0.04
C 2.79293 -1.86046 -1.54915  -0.25
O 1.36468 -1.57953 -1.34978  -0.22
H 4.15387 -2.16295 -3.17144  0.10
H 2.69420 -1.28542 -3.62321  0.08
H 2.64557 -3.04372 -3.35866  0.09
H 3.32368 -0.98834 -1.17022  0.11
H 3.07253 -2.72959 -0.95202  0.12
H 0.91812 -2.20873 -1.93178  0.04


Table of E_tot (eV), in record order: -207713.438, -60777.199
Table of relative energy (zero: lowest compared OMol25 entry of this formula, charge and spin) (eV), in record order: 0.0322, 1.2259